[1]
The following is a quantum chemistry calculation of a molecular structure, C14H36I2N6Na, from the Open Molecules 2025 dataset.

Properties
Energy relative to the best compared isomer or geometry (same formula, charge and spin), kJ/mol: 0.0
E, Eh: -1641.1431
M, g/mol: 565.282
Kohn-Sham gap, hartree: 0.2848
Lowest unoccupied orbital energy, eV: -4.08

Structure (ORCA input):
```
! RIJCOSX wB97M-V def2-TZVPD def2/J DEFGRID3
* xyz 1 1
Na -0.1127 -0.0500 0.1623
C -3.5631 -0.7018 0.2938
C -3.2648 0.6695 -0.3138
N -1.9487 0.7735 -0.9562
C -1.4779 2.1484 -1.1607
C -1.0032 2.8144 0.1315
N 0.1662 2.1788 0.7560
C 0.0570 2.1057 2.2145
C 1.2771 1.5423 2.9507
C 2.0946 0.4123 2.3210
N 1.3373 -0.7167 1.7990
C 0.6627 -1.6115 2.7377
C -0.8388 -1.3635 2.8744
N -1.5173 -1.3423 1.5828
C -2.9336 -0.9931 1.6551
H -3.3102 -1.4945 -0.4186
H -4.6466 -0.7622 0.4233
H -3.3194 1.4159 0.4812
H -4.0581 0.9265 -1.0275
H -1.9971 0.3073 -1.8555
H -2.2541 2.7805 -1.6144
H -0.6454 2.1095 -1.8667
H -1.8165 2.7946 0.8599
H -0.8189 3.8743 -0.0733
H 1.0133 2.6579 0.4769
H -0.8186 1.4847 2.4249
H -0.1580 3.0950 2.6415
H 0.9286 1.2342 3.9406
H 1.9858 2.3524 3.1429
H 2.8378 0.0968 3.0674
H 2.6582 0.8160 1.4753
H 1.9194 -1.2622 1.1762
H 1.1181 -1.5514 3.7341
H 0.8168 -2.6381 2.3948
H -1.0095 -0.3947 3.3515
H -1.2594 -2.1151 3.5579
H -1.4211 -2.2539 1.1441
H -3.0222 -0.1006 2.2836
H -3.5130 -1.7791 2.1588
N 0.8233 -2.5683 -0.9210
C 1.3455 -1.9386 -2.1374
C 2.6871 -1.2852 -1.8519
C 3.2270 -0.4689 -3.0189
C 2.3583 0.7266 -3.3937
N 2.0785 1.5662 -2.2212
H 1.4846 -3.2698 -0.6015
H -0.0309 -3.0769 -1.1270
H 0.6303 -1.1691 -2.4458
H 1.4474 -2.6388 -2.9773
H 3.4136 -2.0582 -1.5829
H 2.5778 -0.6402 -0.9752
H 3.3433 -1.1034 -3.9011
H 4.2330 -0.1183 -2.7715
H 1.4003 0.3862 -3.7953
H 2.8535 1.2756 -4.2022
H 1.6441 2.4321 -2.5204
H 2.9589 1.8346 -1.7912
I -2.0235 -2.4023 -3.4789
I -4.5968 -2.9433 -3.2128
*
```

Calculated atomic charges, method Löwdin, unit e: 0.283, -0.170, -0.201, -0.096, -0.198, -0.191, -0.085, -0.214, -0.155, -0.212, -0.104, -0.181, -0.207, -0.087, -0.212, 0.065, 0.118, 0.112, 0.125, 0.058, 0.126, 0.101, 0.107, 0.128, 0.119, 0.097, 0.126, 0.114, 0.116, 0.122, 0.113, 0.089, 0.126, 0.120, 0.104, 0.128, 0.120, 0.120, 0.123, 0.012, -0.327, -0.212, -0.195, -0.279, 0.003, 0.086, 0.027, 0.056, 0.119, 0.121, 0.086, 0.119, 0.115, 0.102, 0.114, 0.068, 0.078, 0.150, 0.115

***

[2]
The following is a quantum chemistry calculation of C3H4N2S in the gas phase, from the Open Molecules 2025 dataset.

Properties
Energy relative to the best compared isomer or geometry (same formula, charge and spin), kJ/mol: 74.8
E, Eh: -624.3973
M, g/mol: 100.146
SMILES: Nc1ccns1
Kohn-Sham gap, hartree: 0.3320
Lowest unoccupied orbital energy, eV: 0.68

Structure (ORCA input):
```
! RIJCOSX wB97M-V def2-TZVPD def2/J DEFGRID3
* xyz 0 1
N 1.1115 1.5497 -0.0908
C 0.2100 0.5431 -0.0211
C 0.3076 -0.8111 -0.0503
C -0.9627 -1.4389 -0.0285
N -2.0189 -0.6879 0.0229
S -1.6524 0.9046 0.0416
H 2.0718 1.3361 0.1256
H 0.8103 2.4817 0.1383
H 1.2265 -1.3686 -0.0939
H -1.1037 -2.5088 -0.0437
*
```

Calculated atomic charges, method Löwdin, unit e: 0.056, -0.526, -0.143, -0.310, -0.388, 0.920, 0.101, 0.089, 0.097, 0.102